No. 1
This record from the Open Molecules 2025 dataset describes the molecule C4H10NPS at a distorted geometry. The level of theory is the ωB97M-V functional and the def2-TZVPD basis.

Geometry as XYZ:
```
17
Properties=species:S:1:pos:R:3:forces:R:3:nbo_charge:R:1
C -2.332904 1.434560 -0.011880 -1.67 -0.15 1.13 -0.4054
N -1.067688 0.987619 0.441515 2.11 -0.89 -0.45 -1.0219
P 0.060785 0.088183 -0.160760 0.18 -0.12 -0.46 1.6414
C -0.346101 -1.110181 -1.534111 -1.75 -1.29 3.84 -0.9679
C 1.110961 -0.632234 1.156344 -1.18 3.92 0.85 -0.7691
C 2.479784 -0.087609 0.657062 -1.06 -2.36 -0.13 -0.5239
S 2.147432 0.778775 -0.909440 -1.28 -0.33 0.93 -0.1707
H -2.761890 0.776568 -0.782201 -0.21 0.22 0.15 0.1644
H -2.448181 2.476157 -0.339545 0.70 -0.11 -0.18 0.1924
H -2.987448 1.419955 0.923837 0.37 -0.22 -1.31 0.1954
H -0.843546 -2.039724 -0.975229 1.23 1.74 -1.30 0.2379
H -1.155910 -0.630739 -2.016700 -0.66 0.36 -1.18 0.2376
H 0.501394 -1.366345 -2.106965 0.69 -0.24 -0.68 0.2567
H 1.084939 -1.577001 1.606376 -0.22 -1.89 -0.38 0.2471
H 0.721723 -0.011400 2.046921 0.68 -0.45 -1.24 0.2570
H 2.808598 0.526081 1.434333 1.27 1.04 0.79 0.2155
H 3.028056 -1.032671 0.570436 0.81 0.77 -0.37 0.2134
```
Positions in Å, forces in eV/Å.

Highest occupied orbital energy   -8.459 eV
Energy above the lowest of the compared OMol25 structures with the same formula, charge and spin   1.209 eV
E_LUMO   0.8 eV
Calculated total energy   -952.6426 Eh
Total charge   0
Orbital gap   9.23 eV
SMILES   CN=[P@]1(C)CCS1


No. 2
This record from the Open Molecules 2025 dataset describes a cluster of 2 separate species, C4H10NS in total at a distorted geometry. The level of theory is the ωB97M-V functional and the def2-TZVPD basis.

Geometry as XYZ:
```
16
Properties=species:S:1:pos:R:3:forces:R:3:nbo_charge:R:1
C 3.167233 -0.124051 -1.126364 -1.83 -1.25 0.57 -0.6175
C 1.719140 -0.065348 -1.637431 -0.07 -0.36 2.07 -0.3905
C 0.607881 -0.014531 -0.827894 1.84 -0.33 -0.51 0.0312
N -0.659738 0.227874 -1.325192 0.68 -1.34 0.69 -0.8842
H 3.140840 -0.253644 -0.037998 0.17 0.34 -0.10 0.2049
H 3.771041 -0.938866 -1.500253 -0.10 -0.75 -0.34 0.1758
H 3.730825 0.712822 -1.409789 0.70 1.67 -0.09 0.1830
H 1.582309 -0.150501 -2.684394 -0.17 0.27 -1.09 0.1644
H 0.658259 -0.134567 0.288679 -0.01 0.23 -1.23 0.2254
H -1.317728 0.424735 -0.529374 0.44 0.38 -0.57 0.4063
H -0.536135 0.844509 -2.079287 -0.74 0.90 -1.03 0.3542
C -2.095180 -1.056172 1.727034 -0.38 1.52 -1.47 -0.7177
S -1.251216 0.593758 1.440406 -1.28 -0.22 1.54 -0.6741
H -1.539500 -1.812079 1.171531 -0.27 -0.24 0.11 0.1806
H -2.070954 -1.205593 2.763141 0.13 -0.69 1.50 0.1834
H -3.175770 -1.021446 1.435528 0.88 -0.15 -0.06 0.1749
```
Positions in Å, forces in eV/Å.

Highest occupied orbital energy   -2.657 eV
Energy above the lowest of the compared OMol25 structures with the same formula, charge and spin   1.052 eV
E_LUMO   4.0 eV
Calculated total energy   -611.3271 Eh
Total charge   -1
Orbital gap   6.69 eV